Below is a 2-piece molecular cluster, C4H11NO overall at a distorted geometry, with properties calculated with ωB97M-V/def2-TZVPD.

Properties
SMILES = C=CC.NCO
orbital gap = 10.402 eV
LUMO energy = 1.0 eV
relative energy (zero: lowest compared OMol25 entry of this formula, charge and spin) = 203.6 kJ/mol
strongest force on any atom = 1.55 eV/A
total energy = -7862.4437 eV

Structure (XYZ):
```
17
C4H11NO | the OMol25 dataset | ωB97M-V/def2-TZVPD
C -0.5398 -2.5666 5.1656
C -1.6522 -1.9625 4.7287
C -2.2255 -2.0877 3.3434
H -0.0989 -2.1288 6.0517
H -0.1606 -3.3863 4.5656
H -2.1627 -1.3493 5.4649
H -2.5055 -1.1388 2.8971
H -3.0775 -2.7584 3.4387
H -1.5386 -2.5668 2.6397
N 0.7848 1.7476 -2.9865
C 0.9936 2.0457 -4.3856
O 2.3302 2.3844 -4.7860
H 1.0015 2.5476 -2.4096
H 1.2791 0.8980 -2.7579
H 0.2953 2.8232 -4.6906
H 0.8355 1.0787 -4.8826
H 2.8841 2.1263 -4.0621
```

---

Below is C25H30FN5O6S3ScSi as an isolated structure at a distorted geometry, with properties calculated with ωB97M-V/def2-TZVPD.

Properties
orbital gap = 7.133 eV
LUMO energy = 2.3 eV
relative energy (zero: lowest compared OMol25 entry of this formula, charge and spin) = 100.7 kJ/mol
strongest force on any atom = 1.02 eV/A
total energy = -109957.2747 eV
charge = -1

Structure (XYZ):
```
72
C25H30FN5O6S3ScSi | the OMol25 dataset | ωB97M-V/def2-TZVPD
Sc 0.4737 0.2090 0.4439
C -4.5755 -1.3021 3.8151
C -3.3920 -0.3731 4.0243
N -2.1110 -1.0366 3.8593
C -1.5140 -1.1408 2.6380
S 0.1850 -1.4674 2.6306
N -2.3144 -0.9778 1.6017
N -1.6240 -0.8130 0.4322
C -2.2222 -1.1468 -0.6573
C -3.5731 -1.7873 -0.7032
C -1.5003 -0.8640 -1.9215
C -2.0558 -1.1300 -3.1718
C -1.3156 -0.8452 -4.3070
C -0.0467 -0.3078 -4.1741
C 0.4297 -0.0604 -2.8931
N -0.2817 -0.3226 -1.8072
H -5.5091 -0.7570 3.9596
H -4.5489 -2.1311 4.5236
H -4.5630 -1.7068 2.8056
H -3.4078 0.0235 5.0432
H -3.4417 0.4751 3.3341
H -1.4476 -0.9677 4.6130
H -3.8237 -2.1715 0.2815
H -3.5938 -2.5997 -1.4300
H -4.3419 -1.0656 -0.9883
H -3.0494 -1.5438 -3.2517
H -1.7306 -1.0432 -5.2876
H 0.5695 -0.0750 -5.0299
H 1.4167 0.3547 -2.7262
C 5.0015 0.3157 -1.7264
Si 3.8298 0.7368 -0.3111
C 4.7780 0.9500 1.2968
C 3.2603 2.4819 -0.7497
N 2.5144 -0.3927 -0.1923
C 2.8552 -1.7330 -0.0811
C 4.1460 -2.2538 0.1327
C 4.4018 -3.6158 0.2129
C 3.3811 -4.5454 0.1025
C 2.0845 -4.0792 -0.0747
C 1.8712 -2.7280 -0.1559
F 0.5877 -2.2795 -0.2986
H 5.7127 1.1353 -1.8439
H 4.4256 0.2512 -2.6506
H 5.5637 -0.6075 -1.6179
H 5.4136 1.8367 1.2461
H 5.4117 0.1026 1.5506
H 4.0626 1.0886 2.1066
H 4.1928 3.0450 -0.8873
H 2.7231 2.9832 0.0615
H 1.6403 2.3458 -1.7590
H 4.9737 -1.5763 0.2587
H 5.4202 -3.9440 0.3780
H 3.5778 -5.6052 0.1750
H 1.2316 -4.7412 -0.1332
O -1.8473 3.2905 -0.2997
S -0.4186 3.3695 -0.6222
O 2.5479 2.6002 -1.9828
O 0.2647 1.9658 -0.5196
C 0.3837 4.2095 0.7717
C 0.7581 5.5047 0.4424
C 1.3592 6.3413 1.3732
C 1.5900 5.8768 2.6526
C 1.2307 4.5784 2.9937
C 0.6348 3.7399 2.0650
S 0.3539 2.0589 2.5906
O -0.8490 1.5660 1.9205
O 0.3440 2.0855 4.0226
O 1.4942 1.3163 1.9742
H 0.5795 5.8520 -0.5670
H 1.6457 7.3469 1.0953
H 2.0560 6.5152 3.3920
H 1.4109 4.1996 3.9892
```

---

Below is C6H14O as an isolated structure at a distorted geometry, with properties calculated with ωB97M-V/def2-TZVPD.

Properties
orbital gap = 8.908 eV
LUMO energy = 0.9 eV
relative energy (zero: lowest compared OMol25 entry of this formula, charge and spin) = 305.0 kJ/mol
strongest force on any atom = 7.00 eV/A
total energy = -8493.7314 eV

Structure (XYZ):
```
21
C6H14O | the OMol25 dataset | ωB97M-V/def2-TZVPD
C -0.6428 0.9137 -0.3165
C 1.2710 0.4659 -0.2374
C -0.9592 -0.0240 0.7118
C 1.5401 -0.8147 -1.0004
C 1.9819 0.5127 1.1002
C -2.7149 -0.5829 0.2474
O -1.0582 0.8633 -1.6103
H -1.0716 -0.0551 -1.9091
H -0.6601 1.9553 -0.0009
H 1.5835 1.3253 -0.8375
H -1.1301 0.4488 1.6712
H -0.4893 -0.9846 0.8805
H 1.1630 -1.6858 -0.4583
H 2.6130 -0.9624 -1.1668
H 1.0784 -0.8009 -1.9893
H 3.0681 0.4485 0.9712
H 1.7592 1.4315 1.6438
H 1.7075 -0.3358 1.7313
H -3.0954 -1.0023 1.1763
H -3.3526 0.2312 -0.0898
H -2.5917 -1.3478 -0.5174
```

---

Below is a 4-piece molecular cluster, C21H30Cl2FN5O3PS overall, with properties calculated with ωB97M-V/def2-TZVPD.

Properties
orbital gap = 7.908 eV
LUMO energy = -3.4 eV
relative energy (zero: lowest compared OMol25 entry of this formula, charge and spin) = 0.0 kJ/mol
strongest force on any atom = 0.72 eV/A
total energy = -83735.8513 eV
charge = +1

Structure (XYZ):
```
64
C21H30Cl2FN5O3PS | the OMol25 dataset | ωB97M-V/def2-TZVPD
C 4.3644 0.2365 -0.2697
C 4.1415 0.2999 -1.7843
Cl 3.3180 -1.1641 -2.3560
C 3.3541 1.5462 -2.2600
Cl 2.8416 1.4137 -3.9465
P 1.8913 1.9497 -1.1849
N 2.4272 2.9376 0.0463
C 1.1139 0.4952 -0.4709
C -0.4094 0.3834 -0.3651
O -0.9308 1.4837 0.3652
C -1.1571 0.2409 -1.6947
N -0.4790 -0.4932 -2.7407
S 0.6318 3.3891 -2.2729
O 1.6088 4.3478 -2.6562
O -0.5119 3.6742 -1.4951
F 0.1606 2.6282 -3.5350
H 5.3350 -0.2181 -0.0755
H 3.6223 -0.3952 0.2160
H 4.3785 1.2243 0.1973
H 5.1135 0.3317 -2.2746
H 4.0206 2.4123 -2.2322
H 3.3689 3.2775 -0.1339
H 1.8596 3.7714 0.1892
H 1.5177 -0.3964 -0.9527
H 1.5028 0.5436 0.5514
H -0.5734 -0.5459 0.1915
H -0.9401 1.2696 1.3065
H -1.4704 1.2241 -2.0526
H -2.0788 -0.2985 -1.4649
H -0.1341 -1.3905 -2.4071
H 0.2938 0.0028 -3.1683
N 0.5271 -2.7918 -0.9351
C 0.5003 -2.9340 0.3936
C 0.7295 -4.1440 1.0293
C 1.0145 -5.2586 0.2574
C 1.0453 -5.1225 -1.1206
C 0.7884 -3.8755 -1.6667
H 0.2842 -2.0453 0.9768
H 0.6883 -4.2042 2.1082
H 1.2013 -6.2184 0.7205
H 1.2504 -5.9665 -1.7640
H 0.7819 -3.7397 -2.7431
N 0.8132 -0.4408 2.9584
C -0.2935 -0.3236 3.6925
C -0.4934 0.6875 4.6222
C 0.5088 1.6249 4.8095
C 1.6739 1.5082 4.0648
C 1.7735 0.4624 3.1614
H -1.0592 -1.0731 3.5245
H -1.4149 0.7320 5.1857
H 0.3911 2.4237 5.5295
H 2.4922 2.2036 4.1910
H 2.6839 0.3252 2.5862
N -5.4912 -0.4004 -1.6234
C -6.3206 -0.9235 -0.7232
C -6.6418 -0.3010 0.4749
C -6.0685 0.9284 0.7567
C -5.2012 1.4842 -0.1710
C -4.9523 0.7829 -1.3415
H -6.7509 -1.8864 -0.9747
H -7.3278 -0.7719 1.1657
H -6.2967 1.4456 1.6798
H -4.7299 2.4423 0.0020
H -4.2869 1.1887 -2.0966
```

---

Below is one molecule with the formula C2H3NO3S at a distorted geometry, with properties calculated with ωB97M-V/def2-TZVPD.

Properties
orbital gap (spin up / spin down) = 9.230 / 9.233 eV
LUMO energy (spin up / spin down) = -1.9 / -1.5 eV
relative energy (zero: lowest compared OMol25 entry of this formula, charge and spin) = 464.9 kJ/mol
strongest force on any atom = 2.76 eV/A
total energy = -20585.3879 eV

Structure (XYZ):
```
10
C2H3NO3S | the OMol25 dataset | ωB97M-V/def2-TZVPD
C -0.0420 -1.7241 -0.3785
C 0.6864 0.9261 0.9001
N 0.3689 -1.6704 0.7844
O -1.7812 0.8832 0.3092
O -0.1816 1.6014 -1.5033
O -0.2909 -0.6846 -1.1355
S -0.4873 0.7721 -0.3747
H -0.2064 -2.6086 -0.9321
H 0.2275 1.3165 1.7491
H 1.7064 1.1884 0.5812
```

---

Below is a 2-piece molecular cluster, C4H9N overall at a distorted geometry, with properties calculated with ωB97M-V/def2-TZVPD.

Properties
SMILES = C=CN.C=C
orbital gap = 9.146 eV
LUMO energy = 1.2 eV
relative energy (zero: lowest compared OMol25 entry of this formula, charge and spin) = 317.6 kJ/mol
strongest force on any atom = 4.69 eV/A
total energy = -5780.5201 eV

Structure (XYZ):
```
14
C4H9N | the OMol25 dataset | ωB97M-V/def2-TZVPD
C 0.1425 -0.4698 -1.1721
C 0.3813 -1.8384 -0.8279
N 0.0361 -2.3413 0.5234
H -0.8127 -0.0318 -0.8481
H 0.5321 -0.1726 -2.1478
H 0.6457 -2.6064 -1.5760
H -0.0200 -3.2945 0.8747
H -0.7697 -1.7950 0.8187
C 0.1054 2.5839 0.2272
C -0.1735 1.5844 1.1365
H -0.6227 3.3829 0.0744
H 1.0313 2.4684 -0.3251
H -1.1669 1.3696 1.5833
H 0.6912 1.1606 1.6588
```